14
Properties=species:S:1:pos:R:3 method="wB97M-V/def2-TZVPD" fmax_ev_per_a=1.10 e_above_lowest_ev=0.618 homo_ha=-0.3266 smiles=CC1(N)CC1 total_energy_ev=-5783.194 multiplicity=1 homo_lumo_gap_ev=10.06
H 1.73 1.10 -0.31
H 0.71 -1.13 1.65
H -1.43 -1.67 -0.33
H 0.40 0.67 1.89
C 1.34 0.13 -0.08
H 0.15 -2.06 -0.78
C -1.03 1.07 -0.42
C -0.11 -0.11 -0.13
H -0.65 2.02 -0.01
H 2.03 -0.64 -0.39
C 0.59 -0.14 1.20
N -0.58 -1.32 -0.79
H -2.02 0.89 0.02
H -1.15 1.17 -1.50

---

9
Properties=species:S:1:pos:R:3 method="wB97M-V/def2-TZVPD" fmax_ev_per_a=3.42 e_above_lowest_ev=4.252 homo_ha=-0.3379 total_energy_ev=-18434.747 multiplicity=1 homo_lumo_gap_ev=8.75
S 0.09 -1.84 0.94
N -1.34 -1.30 1.08
H -1.88 -1.09 1.89
H 1.27 1.96 -1.93
N 0.43 0.85 -0.54
H -0.51 1.71 -2.36
O 0.84 -2.02 2.18
C 0.35 1.44 -1.67
N 0.75 0.29 0.41

---

141
Properties=species:S:1:pos:R:3 method="wB97M-V/def2-TZVPD" fmax_ev_per_a=1.73 homo_ha="-0.5242 / -0.5598" total_energy_ev=-177005.413 multiplicity=5 homo_lumo_gap_ev="7.00 / 5.31" total_charge=+3
H 2.12 -5.17 -0.31
H -2.89 -6.99 2.52
H -4.64 -5.67 3.65
C 5.13 -1.86 0.74
H 3.95 3.90 1.25
C -1.39 -6.70 -2.85
H -2.47 -0.31 -0.07
H -1.32 6.44 -2.24
C 2.40 -3.20 -3.05
C -2.17 3.11 5.77
H 2.08 2.47 -5.68
H 7.75 -1.02 2.71
H -4.35 -0.54 -4.62
H 0.70 -1.56 -5.96
H -5.01 -3.31 3.02
H 1.79 0.40 -6.99
H 6.93 -2.87 1.30
H -3.12 6.29 1.22
C -1.56 -4.55 -1.82
C 5.12 1.33 -3.07
C 1.81 -0.65 3.14
C -4.14 -0.91 -1.27
C -3.21 -5.23 -3.41
H -4.11 -5.03 -3.97
H 3.23 4.05 -2.38
C -1.30 2.91 4.71
N -0.99 1.51 1.35
H 1.35 2.06 5.00
C -0.08 -2.66 2.81
C -2.22 -5.35 1.32
C 2.38 -3.05 -0.28
H -1.70 -0.44 4.33
H -0.74 3.75 4.31
C -3.03 -5.94 2.27
H -1.61 4.31 1.81
O -4.48 5.17 0.27
H -0.88 -7.64 -2.96
C 1.42 2.41 2.87
C 0.30 -0.56 -4.11
C -1.96 4.49 -2.88
C 2.21 -4.28 -0.91
C 0.38 0.64 -3.41
C -2.72 -4.28 -2.53
C -0.05 3.50 -1.12
H 5.01 -0.54 -2.03
H 0.00 -5.96 -1.39
H 2.11 -5.31 -2.79
C -2.39 -4.00 1.01
C 2.16 -1.97 3.34
C 3.38 3.49 2.07
C -4.64 3.99 -0.47
C -2.66 0.01 -3.43
H -0.19 -1.42 -3.67
C 2.58 -1.98 -2.43
C 6.34 -1.97 1.41
C 4.85 0.35 1.66
F 2.33 4.60 -0.27
C 1.43 0.45 -5.97
C 4.61 2.62 -3.18
C 2.22 -4.35 -2.29
C 0.81 -0.64 -5.40
H -1.44 -1.10 2.23
H -1.44 -5.92 0.83
C 4.38 -0.69 0.86
Ge 1.65 2.92 -0.17
C 3.55 0.86 -1.32
H -5.69 3.94 -0.74
N -2.92 2.91 0.95
H -2.29 4.09 6.19
H 0.34 5.55 -0.66
H -2.93 -7.18 -4.25
C 6.80 -0.93 2.20
H 2.53 0.12 3.34
Te -0.99 -3.10 -0.35
C 6.05 0.23 2.33
C -3.94 -0.50 -3.62
H -0.83 -3.43 2.79
Rh 0.66 0.29 0.15
C 3.06 2.16 -1.39
C 2.15 2.91 1.80
H -3.53 -2.22 1.39
C -1.84 0.56 4.71
H -5.67 -1.36 -2.70
C -0.26 4.87 -1.24
C 3.17 3.03 4.41
C 2.60 -1.90 -1.04
C -2.68 4.20 1.60
C -2.88 2.04 6.29
C -4.68 -0.96 -2.55
H 2.74 -1.09 -3.02
C -1.20 5.37 -2.13
H 5.93 1.01 -3.72
C 0.52 -0.32 2.71
H 6.42 1.05 2.93
C -3.15 5.34 0.69
H -3.25 -0.07 6.18
H -4.03 4.01 -1.39
H -2.42 2.45 -3.31
H -2.09 0.36 -4.28
H -3.23 4.22 2.55
C -1.14 1.63 4.18
H 3.17 -2.22 3.64
C -2.09 1.94 0.88
H -3.56 2.19 7.12
H 4.27 1.26 1.74
C -2.87 -0.40 -1.07
C 1.58 1.62 -5.24
H -2.67 4.87 -3.61
C -0.42 -1.35 2.52
C 3.60 3.03 -2.33
H -4.98 2.75 1.23
H 2.41 -3.26 -4.13
C 1.93 2.47 4.18
P -0.49 0.83 -1.82
P -0.07 1.41 2.74
H 4.80 -2.68 0.12
H -4.33 1.86 -0.18
H -2.49 5.41 -0.19
C -2.12 0.07 -2.15
H -4.72 -1.27 -0.44
C 3.90 3.54 3.35
H 5.00 3.30 -3.91
C -0.84 2.62 -1.85
H 4.87 3.98 3.52
C -2.71 0.77 5.77
H 1.46 -4.00 3.44
C 1.06 1.72 -3.97
C -1.80 3.12 -2.72
H 1.15 2.65 -3.43
C -3.39 -3.26 1.63
C 4.60 0.46 -2.14
C -4.27 2.78 0.40
C 1.21 -2.98 3.21
C -4.21 -3.87 2.56
H 2.39 -2.99 0.80
H 3.57 3.04 5.41
C -4.02 -5.21 2.90
C -2.54 -6.44 -3.57
H -3.25 -3.35 -2.39
C -0.89 -5.75 -1.97
P 2.89 -0.35 -0.13